(1)
{
  "formula": "C51H44N2O2P2SiTl",
  "method": "ωB97M-V with the def2-TZVPD basis set",
  "molar_mass_da": 1011.3,
  "lumo_ev": 2.359,
  "homo_energy_ev": -4.68,
  "charge": -1,
  "symbols": ["Tl", "C", "Si", "C", "C", "C", "C", "C", "C", "P", "C", "C", "C", "C", "C", "C", "C", "C", "C", "C", "C", "C", "C", "C", "C", "C", "C", "C", "P", "C", "C", "C", "C", "C", "C", "C", "C", "C", "C", "C", "C", "H", "H", "H", "H", "H", "H", "H", "H", "H", "H", "H", "H", "H", "H", "H", "H", "H", "H", "H", "H", "H", "H", "H", "H", "H", "H", "H", "H", "H", "H", "H", "O", "C", "O", "C", "C", "C", "C", "C", "N", "H", "H", "H", "H", "C", "C", "C", "C", "C", "C", "C", "C", "N", "H", "H", "H", "H", "H", "H", "H", "H", "H"],
  "coordinates": [[-1.6525, -1.3072, -1.0018], [-0.9195, -1.5008, 3.4977], [-0.1627, -0.1074, 2.3885], [1.6794, -0.5758, 2.4948], [2.4338, -0.0839, 3.5510], [3.7601, -0.4370, 3.7118], [4.3557, -1.2775, 2.7881], [3.6177, -1.7649, 1.7253], [2.2749, -1.4332, 1.5702], [1.2472, -2.0277, 0.1375], [0.9206, -3.7048, 0.8264], [-0.3991, -4.0699, 1.0646], [-0.7107, -5.2990, 1.6185], [0.2991, -6.1940, 1.9249], [1.6190, -5.8396, 1.6977], [1.9296, -4.6006, 1.1669], [2.6358, -2.3347, -1.0140], [3.4843, -1.2608, -1.2723], [4.5660, -1.4072, -2.1180], [4.7948, -2.6228, -2.7415], [3.9285, -3.6809, -2.5240], [2.8538, -3.5424, -1.6641], [-0.5895, 1.4707, 3.3834], [-0.3920, 1.8512, 4.6961], [-0.8623, 3.0789, 5.1402], [-1.5409, 3.9133, 4.2712], [-1.7678, 3.5273, 2.9585], [-1.2940, 2.3098, 2.5121], [-1.2393, 1.3311, 0.9033], [-2.9643, 0.6006, 1.4406], [-3.9482, 1.5700, 1.6107], [-5.2417, 1.2536, 1.9769], [-5.5912, -0.0715, 2.1831], [-4.6284, -1.0528, 2.0349], [-3.3320, -0.7161, 1.6780], [0.3687, 2.3871, 0.6006], [1.7075, 2.0465, 0.6991], [2.7031, 2.9999, 0.5653], [2.3718, 4.3164, 0.2995], [1.0385, 4.6712, 0.1672], [0.0576, 3.7138, 0.3238], [-0.3580, -1.5280, 4.4269], [-0.8467, -2.4846, 3.0460], [-1.9564, -1.2982, 3.7422], [1.9731, 0.6012, 4.2457], [4.3308, -0.0467, 4.5438], [5.3987, -1.5474, 2.8939], [4.1188, -2.3888, 0.9999], [-1.1949, -3.3846, 0.7965], [-1.7435, -5.5588, 1.8059], [0.0577, -7.1636, 2.3375], [2.4105, -6.5373, 1.9359], [2.9649, -4.3355, 1.0119], [3.2984, -0.3066, -0.7981], [5.2389, -0.5766, -2.2860], [5.6319, -2.7347, -3.4175], [4.0891, -4.6204, -3.0341], [2.1670, -4.3626, -1.5251], [0.1327, 1.2026, 5.3881], [-0.6845, 3.3892, 6.1617], [-1.9033, 4.8736, 4.6145], [-2.3084, 4.1927, 2.2993], [-3.6818, 2.6037, 1.4367], [-5.9823, 2.0349, 2.1076], [-6.6052, -0.3384, 2.4551], [-4.8883, -2.0910, 2.1997], [-2.6015, -1.5092, 1.5976], [1.9848, 1.0174, 0.8668], [3.7408, 2.7036, 0.6691], [3.1533, 5.0566, 0.1906], [0.7655, 5.6962, -0.0479], [-0.9891, 3.9847, 0.2335], [1.0785, -3.5540, -3.9383], [0.3477, -2.7794, -3.3304], [0.1134, -2.7449, -2.0940], [-0.3857, -1.7257, -4.1885], [-0.1143, -1.6644, -5.5513], [-0.7638, -0.7263, -6.3310], [-1.6568, 0.1371, -5.7119], [-1.8761, 0.0012, -4.3501], [-1.2636, -0.9110, -3.6085], [0.5988, -2.3611, -5.9619], [-0.5794, -0.6604, -7.3972], [-2.1815, 0.8955, -6.2733], [-2.5568, 0.6605, -3.8259], [0.7699, 0.9937, -2.1029], [-0.2482, 2.0432, -2.4188], [-0.0077, 2.8845, -3.4952], [-0.9326, 3.8206, -3.9125], [-2.1514, 3.8884, -3.2616], [-2.4192, 3.0708, -2.1800], [-3.7619, 3.1072, -1.5176], [-1.4423, 2.1779, -1.6914], [-1.8115, 1.4227, -0.5950], [1.7143, 1.4443, -1.8023], [0.9645, 0.3749, -2.9783], [0.4314, 0.3441, -1.2911], [0.9363, 2.7880, -4.0127], [-0.7168, 4.4818, -4.7397], [-2.9080, 4.5913, -3.5891], [-4.4657, 3.6966, -2.1028], [-3.6970, 3.5345, -0.5165], [-4.1394, 2.0910, -1.4007]]
}

=====

(2)
{
  "formula": "C51H44N6OPSV",
  "method": "ωB97M-V with the def2-TZVPD basis set",
  "molar_mass_da": 870.9,
  "lumo_ev": [1.999, 1.487],
  "homo_energy_ev": [-3.09, -3.03],
  "charge": -1,
  "multiplicity": 4,
  "symbols": ["V", "C", "C", "C", "C", "C", "C", "N", "C", "C", "C", "C", "C", "C", "N", "N", "C", "C", "C", "C", "C", "N", "H", "H", "H", "H", "H", "H", "H", "H", "H", "H", "H", "H", "H", "C", "C", "N", "C", "C", "C", "S", "N", "C", "O", "C", "C", "C", "C", "C", "C", "H", "H", "H", "H", "H", "H", "H", "H", "H", "H", "H", "H", "H", "H", "H", "C", "C", "C", "C", "C", "C", "P", "C", "C", "C", "C", "C", "C", "C", "C", "C", "C", "C", "C", "C", "C", "C", "C", "H", "H", "H", "H", "H", "H", "H", "H", "H", "H", "H", "H", "H", "H", "H", "H"],
  "coordinates": [[-0.2792, 0.2646, -0.6287], [-0.4435, -7.0541, -2.4970], [-1.3449, -6.0101, -2.6962], [-0.9148, -4.6803, -2.4567], [0.4360, -4.3008, -2.1959], [1.3304, -5.3918, -2.1633], [0.9178, -6.7197, -2.2038], [0.7099, -2.9773, -1.9384], [1.9315, -2.3930, -1.8321], [2.9995, -2.6834, -2.6770], [4.2812, -2.3024, -2.3723], [4.5406, -1.5321, -1.2580], [3.4680, -1.0717, -0.4937], [2.1880, -1.4835, -0.7670], [1.1472, -0.9579, 0.0769], [1.4940, -1.0475, 1.3718], [0.7122, -0.3122, 2.1149], [1.0944, 0.0395, 3.4317], [0.3881, 1.0009, 4.0311], [-0.6458, 1.7240, 3.3712], [-1.0166, 1.3599, 2.0848], [-0.3299, 0.3272, 1.4909], [-0.7057, -8.0833, -2.5381], [-2.3569, -6.2065, -2.8534], [-1.6614, -3.8639, -2.6495], [2.3746, -5.1728, -1.8936], [1.6826, -7.5022, -1.9315], [2.8855, -3.3718, -3.5021], [5.1355, -2.6766, -2.9689], [5.5367, -1.3632, -0.9156], [3.7039, -0.5611, 0.4689], [1.9652, -0.4358, 3.8626], [0.7290, 1.2982, 5.0456], [-1.2570, 2.5017, 3.8533], [-1.7480, 1.8668, 1.4477], [-1.5096, 5.2337, 1.1258], [-0.3443, 4.6322, 0.3357], [0.6443, 3.9786, 1.1439], [0.9723, 4.5656, 2.4693], [1.7165, 5.8736, 2.3178], [1.4484, 2.9819, 0.7143], [0.8372, 2.1279, -0.7530], [2.5110, 2.6381, 1.3343], [3.7194, 2.4833, 0.7051], [3.8054, 2.6163, -0.5188], [4.9233, 2.2118, 1.5187], [4.8468, 1.6863, 2.8070], [5.9802, 1.6041, 3.6355], [7.2113, 1.9990, 3.1332], [7.2680, 2.5962, 1.8899], [6.1528, 2.6912, 1.1038], [-2.1200, 5.8194, 0.3817], [-1.1039, 5.9721, 1.8934], [-2.1626, 4.4535, 1.5356], [0.1383, 5.3804, -0.3304], [-0.7484, 3.9030, -0.4622], [1.4791, 3.7474, 3.0337], [0.0632, 4.7495, 3.0653], [2.1341, 6.0069, 1.3301], [2.4226, 6.0301, 3.1037], [1.0341, 6.6993, 2.4378], [3.8711, 1.6022, 3.2637], [5.8324, 1.3578, 4.7219], [8.1273, 1.9352, 3.7344], [8.2049, 2.9546, 1.5403], [6.1826, 3.0094, 0.0260], [-5.0418, 2.2803, 2.1143], [-4.9846, 0.9393, 2.6015], [-4.5118, -0.0837, 1.8154], [-3.9738, 0.2248, 0.5461], [-4.3109, 1.4311, -0.0534], [-4.8530, 2.4871, 0.7369], [-2.6310, -0.6580, -0.3360], [-2.7253, -2.3456, 0.2455], [-3.9925, -2.9063, 0.5684], [-4.0667, -4.2562, 0.9677], [-2.9123, -4.9279, 1.3420], [-1.6497, -4.3357, 1.1637], [-1.5793, -3.0957, 0.5377], [-3.0361, -0.5470, -2.0795], [-4.3426, -0.7356, -2.4373], [-4.7082, -0.5892, -3.7956], [-3.7767, -0.3334, -4.7630], [-2.3658, -0.2034, -4.4458], [-1.3180, -0.0648, -5.3360], [0.0253, -0.1143, -4.9705], [0.3004, -0.1002, -3.5927], [-0.6541, -0.0801, -2.6118], [-1.9961, -0.3030, -3.0481], [-5.5837, 3.0064, 2.7446], [-5.3101, 0.7376, 3.6506], [-4.5924, -1.1199, 2.0930], [-4.1801, 1.5677, -1.1142], [-5.1919, 3.3837, 0.1691], [-4.9137, -2.3688, 0.4188], [-5.0315, -4.7534, 0.9734], [-3.0319, -5.9677, 1.5775], [-0.8049, -4.8356, 1.6690], [-0.5564, -2.7073, 0.2371], [-5.0398, -0.9875, -1.6873], [-5.6539, -0.8044, -4.1391], [-4.0365, -0.2174, -5.8180], [-1.6466, 0.0138, -6.4008], [0.8559, -0.1724, -5.6691], [1.3364, -0.2254, -3.3303]]
}

=====

Calculated total energy for every record listed, in sequence, given in eV: -91826.9643, -110398.9849.
ΔE to the lowest compared entry with this formula, charge and spin for every record listed, in sequence, given in kcal per mole: 11.5, 77.3.
F_max for every record listed, in sequence, given in eV Å⁻¹: 1.6, 3.2.